1.
Formula: C33H32N5O3PReS6
Source: the OMol25 dataset
Level of theory: the ωB97M-V functional and the def2-TZVPD basis

CARTESIAN COORDINATES (ANGSTROEM)
Re: 1.1326 -0.4637 1.2787
C: 1.6200 -3.7628 2.0777
C: 1.1022 -3.1043 3.3440
S: 1.4358 -1.3349 3.5181
C: 3.2129 -1.1925 3.8350
C: 4.1118 -1.4425 2.6401
S: 3.6136 -0.4583 1.1843
C: 3.9814 -1.6283 -0.1424
C: 3.1205 -2.8989 -0.1684
S: 1.4348 -2.7595 0.5371
H: 1.0468 -4.6680 1.8919
H: 2.6651 -4.0449 2.1714
H: 1.4951 -3.6101 4.2265
H: 0.0152 -3.1424 3.3957
H: 3.4611 -1.8641 4.6564
H: 3.3247 -0.1715 4.2036
H: 4.1159 -2.4902 2.3428
H: 5.1324 -1.1510 2.8809
H: 5.0363 -1.8793 -0.0533
H: 3.8714 -1.0406 -1.0492
H: 3.6043 -3.7231 0.3478
H: 2.9765 -3.2181 -1.1996
O: 1.6753 7.5471 -5.6074
S: 0.8511 6.9335 -4.6156
O: 1.2094 7.0483 -3.2373
O: -0.5750 6.7419 -4.9239
C: 1.0424 4.9163 -5.0470
N: 1.2555 4.6187 -6.2834
C: 1.3926 3.3100 -6.5125
C: 1.2923 2.3852 -5.4836
C: 1.0560 2.8627 -4.2137
N: 0.9146 4.1730 -3.9916
C: 0.9421 1.9915 -3.0017
C: 1.4686 0.7119 -2.9587
C: 1.4235 0.0002 -1.7806
N: 0.9027 0.4942 -0.6410
C: 0.3139 1.7103 -0.7171
C: 0.3206 2.4758 -1.8569
H: 1.5761 3.0070 -7.5360
H: 1.3670 1.3262 -5.6977
H: 1.9174 0.2502 -3.8303
H: 1.7952 -1.0117 -1.7447
H: -0.1920 2.0625 0.1681
H: -0.1372 3.4560 -1.8568
N: 1.0365 5.8155 5.4353
C: 1.0081 4.9097 4.7239
C: 0.9880 3.7601 3.8479
C: 2.0744 3.4786 3.0299
C: 2.0411 2.3517 2.2457
N: 0.9992 1.4862 2.2332
C: -0.0775 1.8020 2.9989
C: -0.1133 2.9164 3.8094
H: 2.9340 4.1353 2.9993
H: 2.8631 2.1343 1.5824
H: -0.9264 1.1365 2.9467
H: -0.9948 3.1224 4.4027
S: -0.9086 -2.2883 -1.7471
P: -2.0703 -1.8702 -0.2379
S: -1.1841 -0.9488 1.4689
C: -2.8663 -3.3208 0.4633
C: -3.8461 -3.9302 -0.3210
C: -4.4780 -5.0746 0.1385
C: -4.1402 -5.6130 1.3766
C: -3.1690 -5.0066 2.1584
C: -2.5310 -3.8586 1.7013
C: -3.3941 -0.7228 -0.6454
C: -3.6426 -0.4053 -1.9761
C: -4.7346 0.3985 -2.2983
C: -5.5668 0.8801 -1.2961
C: -5.3176 0.5630 0.0368
C: -4.2359 -0.2418 0.3647
H: -4.1113 -3.5145 -1.2869
H: -5.2408 -5.5478 -0.4684
H: -4.6430 -6.5056 1.7336
H: -2.9165 -5.4216 3.1283
H: -1.7860 -3.3685 2.3196
H: -2.9863 -0.7871 -2.7486
H: -4.9394 0.6404 -3.3351
H: -6.4181 1.5030 -1.5529
H: -5.9740 0.9351 0.8158
H: -4.0537 -0.5045 1.4030

Values from the calculation:
LUMO level (spin up / spin down)	-6.127 / -7.455	eV
multiplicity	4
frontier orbital gap (spin up / spin down)	0.2607 / 0.2111	Ha
highest occupied orbital energy (spin up / spin down)	-13.22 / -13.20	eV
total charge	+2

***

2.
Formula: C2H5N5O
Source: the OMol25 dataset
Level of theory: the ωB97M-V functional and the def2-TZVPD basis

CARTESIAN COORDINATES (ANGSTROEM)
C: 1.4672 -0.4400 -0.0120
C: 0.3224 0.4664 -0.0869
H: -2.4716 0.5543 -0.5562
H: -2.0573 0.5102 1.0385
H: -0.5947 -2.3064 -0.6050
H: 2.6223 0.9690 0.1237
H: -0.4287 2.2289 -0.1359
N: -2.0626 -0.0371 0.1809
N: -0.7700 -0.3540 -0.2185
N: -0.2953 -1.6649 0.1128
N: 1.0808 -1.6719 0.0652
N: 0.4718 1.7563 0.0141
O: 2.7157 -0.0108 0.0794

Values from the calculation:
LUMO level	0.582	eV
multiplicity	1
SMILES	[H]/N=c1/c(O)n[nH]n1N
frontier orbital gap	0.3388	Ha
highest occupied orbital energy	-8.64	eV
total charge	0

***

3.
Formula: C31H24BrN8O8Zr
Source: the OMol25 dataset
Level of theory: the ωB97M-V functional and the def2-TZVPD basis

CARTESIAN COORDINATES (ANGSTROEM)
Zr: 0.3742 1.2546 -0.1904
C: 4.1578 1.2273 1.3284
O: 3.1013 0.3076 1.5337
C: 3.1416 -0.8763 0.8817
C: 4.2917 -1.5756 0.5333
C: 4.2922 -2.7225 -0.2344
C: 3.1285 -3.2707 -0.7155
C: 1.9530 -2.6832 -0.2589
C: 1.9276 -1.4806 0.4713
N: 0.7161 -0.7913 0.7373
N: -0.1397 -1.6418 1.1866
C: -1.3679 -1.2271 1.6731
C: -1.5903 0.0966 2.1075
O: -0.9053 1.0795 1.5620
C: -2.5328 0.3916 3.1418
C: -3.3265 -0.5918 3.5724
C: -3.2955 -1.9391 3.0512
C: -4.2045 -2.8925 3.4150
C: -4.0817 -4.1655 2.9394
C: -2.9521 -4.5931 2.1918
C: -2.0933 -3.5740 1.7456
C: -2.2644 -2.2558 2.1535
H: 5.0693 0.9645 1.9187
H: 4.3388 1.3290 0.2905
H: 3.7516 2.2141 1.5811
H: 5.2472 -1.1759 0.8445
H: 5.2128 -3.1865 -0.4739
H: 3.2093 -4.2503 -1.2976
H: 0.9723 -3.1042 -0.5448
H: -2.4371 1.3728 3.5398
H: -4.0071 -0.3710 4.4095
H: -4.9836 -2.6563 4.1349
H: -4.7414 -5.0160 3.2195
H: -2.8287 -5.6341 1.8167
H: -1.2962 -3.8543 1.0457
N: -1.4567 2.5046 -0.6253
C: -1.3210 3.4699 -1.8277
C: -0.2065 3.0632 -2.7830
O: -0.1220 3.5935 -3.8966
N: 0.6618 2.2451 -2.1627
C: 1.8504 1.9316 -2.9537
C: 2.9422 1.4043 -1.8941
O: 4.1213 1.3713 -2.1390
O: 2.3760 0.8690 -0.8643
H: -2.2936 1.9002 -0.6942
H: -1.5352 3.0672 0.1901
H: -0.9951 4.4483 -1.4308
H: -2.2945 3.4835 -2.2640
H: 2.2673 2.6735 -3.5884
H: 1.6986 1.0743 -3.5907
N: 1.9627 4.6344 -0.3436
C: 1.3579 4.2311 0.8200
O: 0.9318 2.9951 0.8388
C: 1.3878 5.0694 1.8963
C: 2.0640 6.3105 1.8027
N: 2.6476 7.2492 1.5114
C: 0.6300 4.7245 3.0710
N: 0.1344 4.5049 4.0814
H: 1.7838 3.9547 -1.0831
H: 2.3343 5.5144 -0.5205
Br: 0.0552 -3.4757 -5.1566
C: -1.3210 -3.2063 -3.8380
C: -2.4422 -4.0007 -3.7485
N: -3.4384 -3.7853 -2.8967
C: -3.2700 -2.7378 -2.0129
C: -2.1763 -1.8982 -2.0258
C: -1.1907 -2.1032 -3.0126
C: -2.0566 -0.6190 -1.2512
O: -3.0587 -0.2530 -0.6443
O: -0.8768 -0.0879 -1.2898
H: -2.6653 -4.7098 -4.5608
H: -4.0535 -2.5817 -1.3052
H: -0.2703 -1.5372 -3.1187

Values from the calculation:
LUMO level	1.246	eV
multiplicity	1
frontier orbital gap	0.2577	Ha
highest occupied orbital energy	-5.77	eV
total charge	-1

***

4.
Formula: C2H7NSi
Source: the OMol25 dataset
Level of theory: the ωB97M-V functional and the def2-TZVPD basis

CARTESIAN COORDINATES (ANGSTROEM)
C: 0.2483 2.3475 -0.1397
C: 1.2931 1.8071 0.3715
N: -0.5064 -2.6571 -0.3274
Si: -1.2793 -1.4251 0.5356
H: -0.4772 1.7777 -0.6225
H: 0.0988 3.5165 -0.2887
H: 1.5648 0.7257 0.4351
H: 0.5039 -2.7989 -0.3105
H: -0.9792 -3.4582 -0.8660
H: -2.6020 -2.1534 0.3561
H: 2.1351 2.3182 0.8565

Values from the calculation:
LUMO level	0.337	eV
multiplicity	1
frontier orbital gap	0.3252	Ha
highest occupied orbital energy	-8.51	eV
total charge	0

***

5.
Formula: C6H5BrNO2
Source: the OMol25 dataset
Level of theory: the ωB97M-V functional and the def2-TZVPD basis

CARTESIAN COORDINATES (ANGSTROEM)
C: -1.9529 -1.6689 -0.0941
C: -2.5754 -0.4848 -0.0714
C: -1.0393 0.5393 0.1048
C: -0.5569 -1.7110 0.2367
C: -1.2944 1.9836 0.1583
C: 1.2629 0.0177 0.4344
N: -0.0850 -0.2526 0.2798
O: 0.2568 -2.5202 0.3664
O: -0.4591 2.8351 -0.0298
Br: -4.2174 0.1577 0.0857
H: -2.4433 -2.6280 -0.3272
H: -2.2703 2.1369 0.4322
H: 1.7621 0.1983 -0.5755
H: 1.7547 -0.7944 1.0056
H: 1.3262 0.9696 0.9555

Values from the calculation:
LUMO level	-6.735	eV
multiplicity	1
SMILES	C[N+]1=C(C=O)C(Br)=CC1=O
frontier orbital gap	0.2957	Ha
highest occupied orbital energy	-14.78	eV
total charge	+1

***

The records above yield E_tot values of -124749.1000; -11650.5301; -132168.2823; -11552.9926; -81919.9040 eV, respectively.
The records above yield energy relative to the best compared isomer or geometry (same formula, charge and spin) values of 4.5; 46.5; 10.3; 34.7; 0.0 kcal/mol, respectively.